Model one:
16
Properties=species:S:1:pos:R:3:nbo_charge:R:1 method="wB97M-V/def2-TZVPD" homo_energy_ev=-8.51 charge=0 molar_mass_g_mol=136.2 orbital_gap_ev=9.0
H -1.592 -1.225 1.858 0.337
N -0.874 -1.053 1.236 -0.633
C -1.162 -0.988 0.005 0.158
C -2.540 -1.022 -0.579 -0.720
H -0.310 -0.700 -0.665 0.170
H -3.282 -0.620 0.096 0.231
H -2.554 -0.739 -1.617 0.234
H -2.955 -1.982 -0.802 0.241
C 2.354 2.101 -0.073 -0.434
N 2.353 0.670 -0.194 -0.965
P 1.997 -0.389 0.880 0.980
S 2.684 -1.982 -0.357 -0.395
H 2.111 2.421 -1.222 0.209
H 1.905 2.462 0.790 0.188
H 3.449 2.300 -0.033 0.207
H 2.835 -1.029 -1.374 0.192


Model two:
16
Properties=species:S:1:pos:R:3:nbo_charge:R:1 method="wB97M-V/def2-TZVPD" homo_energy_ev=-8.16 charge=0 molar_mass_g_mol=136.2 orbital_gap_ev=8.6
C -0.674 0.530 0.571 -0.407
C -0.838 -0.958 0.923 -0.240
C 0.743 0.686 0.077 -0.734
N -0.166 -1.770 -0.007 -0.505
N 1.222 -1.980 0.025 -0.800
P 1.327 -0.674 -1.019 1.283
S 2.901 0.541 -2.136 -0.358
H -1.401 0.858 -0.248 0.203
H -0.824 1.250 1.399 0.217
H -0.652 -1.061 1.942 0.199
H -1.891 -1.378 0.998 0.210
H 0.822 1.627 -0.414 0.238
H 1.534 0.670 0.833 0.242
H -0.603 -2.432 -0.625 0.384
H 0.665 -0.808 -2.232 -0.061
H 3.927 0.275 -1.450 0.129


Stability check: which of them is least stable? model two.


Model one:
14
Properties=species:S:1:pos:R:3:nbo_charge:R:1 method="wB97M-V/def2-TZVPD" homo_energy_ev=-14.27 charge=+1 molar_mass_g_mol=119.2 orbital_gap_ev=10.0
C 0.345 -0.161 -1.112 0.196
C -0.395 0.337 1.190 -0.299
C -0.023 1.683 0.618 -0.499
N 0.419 -0.701 0.648 -0.011
N 0.631 -0.978 -2.060 -0.719
O -0.063 -1.891 0.860 -0.459
S 0.055 1.449 -1.230 0.465
H -0.247 0.466 2.312 0.269
H -1.509 0.174 1.019 0.185
H -0.815 2.378 0.663 0.259
H 0.964 1.834 1.224 0.277
H 1.088 -1.909 -1.875 0.448
H 0.701 -0.846 -3.072 0.444
H -1.152 -1.834 0.814 0.444


Model two:
14
Properties=species:S:1:pos:R:3:nbo_charge:R:1 method="wB97M-V/def2-TZVPD" homo_energy_ev=-13.87 charge=+1 molar_mass_g_mol=119.2 orbital_gap_ev=9.9
C -0.766 0.664 1.831 -0.661
C 0.061 0.111 0.727 0.571
N -0.453 -0.710 -0.192 -0.550
C 0.320 -0.831 -1.335 0.046
O -0.413 -0.015 -2.413 -0.729
S 1.950 -0.247 -0.981 0.554
N 1.310 0.474 0.446 -0.677
H -1.243 1.536 1.234 0.288
H -0.069 1.041 2.668 0.273
H -1.485 -0.087 1.895 0.255
H -1.397 -1.000 -0.294 0.453
H 0.368 -1.820 -1.728 0.229
H 0.046 0.053 -3.185 0.481
H 1.770 0.830 1.325 0.466


Model three:
14
Properties=species:S:1:pos:R:3:nbo_charge:R:1 method="wB97M-V/def2-TZVPD" homo_energy_ev=-13.26 charge=+1 molar_mass_g_mol=119.2 orbital_gap_ev=6.7
C 0.426 -0.647 -0.349 -0.353
C 1.927 -0.607 -0.534 -0.068
C -1.376 0.907 0.317 0.330
N -2.417 -0.038 0.210 -0.308
N 0.033 0.585 0.352 -0.646
O -2.122 0.826 -0.792 -0.338
S 2.884 0.575 0.183 0.440
H 0.027 -0.857 -1.361 0.294
H 0.314 -1.663 0.153 0.273
H -1.658 1.841 0.867 0.208
H 2.247 -1.325 -1.212 0.244
H -2.120 -1.046 -0.021 0.323
H 0.136 0.439 1.392 0.394
H 1.699 1.009 0.796 0.208


Model four:
14
Properties=species:S:1:pos:R:3:nbo_charge:R:1 method="wB97M-V/def2-TZVPD" homo_energy_ev=-12.72 charge=+1 molar_mass_g_mol=119.2 orbital_gap_ev=7.0
C 0.420 0.369 0.863 -0.013
C 0.175 -1.659 0.298 0.013
C 1.349 0.190 -0.229 0.616
N -0.296 -0.685 1.081 -0.221
N 2.308 0.976 -0.700 -0.700
O 1.221 -1.082 -0.562 -0.388
S -3.053 0.513 -0.444 -0.360
H 0.401 1.196 1.467 0.233
H 0.580 -2.618 0.669 0.278
H -0.613 -1.988 -0.479 0.271
H 2.251 1.950 -0.376 0.442
H -3.513 1.666 0.273 0.184
H 3.150 0.634 -1.173 0.463
H -4.379 0.536 -0.688 0.181


Stability check: which of them is least stable? model three.


Model one:
19
Properties=species:S:1:pos:R:3:nbo_charge:R:1 method="wB97M-V/def2-TZVPD" homo_energy_ev=-14.03 charge=+1 molar_mass_g_mol=93.1 orbital_gap_ev=10.9
N 0.805 0.378 -0.886 -0.696
C -0.684 0.428 -0.785 -0.058
C -1.071 1.700 -0.153 -0.706
C -0.777 -0.874 0.280 -0.206
N -0.508 -2.159 -0.529 -0.870
H 1.047 0.255 -1.902 0.449
H 1.204 -0.484 -0.431 0.479
H 1.281 1.157 -0.443 0.450
H -1.176 0.473 -1.590 0.215
H -0.368 2.274 0.396 0.237
H -1.776 1.572 0.691 0.257
H -1.384 2.693 -0.645 0.268
H 0.093 -0.636 0.894 0.203
H -1.787 -0.889 0.608 0.216
H -0.836 -2.994 -0.069 0.388
H -1.191 -2.123 -1.366 0.365
H 1.827 -0.774 2.431 0.514
H 3.150 0.150 1.754 0.524
O 2.151 -0.146 1.745 -1.028


Model two:
19
Properties=species:S:1:pos:R:3:nbo_charge:R:1 method="wB97M-V/def2-TZVPD" homo_energy_ev=-13.18 charge=+1 molar_mass_g_mol=93.1 orbital_gap_ev=9.8
N 0.177 -1.006 0.820 -0.683
C 0.284 0.088 -0.186 -0.082
C 1.496 0.148 -1.144 -0.648
C -0.942 0.030 -1.074 -0.263
N -1.012 1.318 -1.813 -0.846
H -0.347 -0.851 1.758 0.487
H -0.392 -1.710 0.392 0.422
H 1.035 -1.452 1.014 0.428
H 0.169 1.023 0.335 0.238
H 1.838 -0.894 -1.678 0.241
H 1.495 1.071 -1.763 0.270
H 2.335 0.335 -0.474 0.226
H -1.915 -0.256 -0.700 0.219
H -0.935 -0.882 -1.740 0.179
H -2.064 1.519 -2.022 0.397
H -0.425 1.356 -2.600 0.374
H -0.100 0.853 3.658 0.516
H -0.240 -0.705 3.907 0.497
O -0.456 0.016 3.311 -0.972


Stability check: which of them is least stable? model one.


Model one:
19
Properties=species:S:1:pos:R:3:nbo_charge:R:1 method="wB97M-V/def2-TZVPD" homo_energy_ev=-13.86 charge=+1 molar_mass_g_mol=93.1 orbital_gap_ev=10.3
C 0.677 -0.650 -1.203 -0.270
N 1.963 -1.090 -0.686 -0.868
C -0.509 -0.256 -0.228 -0.260
N -0.236 -0.840 1.137 -0.564
C -1.120 -0.130 2.086 -0.430
H 0.718 0.300 -1.669 0.210
H 0.381 -1.344 -2.025 0.221
H 2.360 -1.694 -1.433 0.406
H 2.600 -0.303 -0.514 0.383
H -0.569 0.851 -0.144 0.241
H -1.596 -0.584 -0.610 0.236
H 0.853 -0.535 1.160 0.495
H -0.556 -1.969 1.094 0.481
H -2.166 0.023 1.790 0.239
H -1.149 -0.707 3.018 0.237
H -0.863 0.840 2.232 0.229
H -0.223 3.364 -0.893 0.493
H -0.629 2.155 -1.767 0.467
O 0.063 2.568 -1.343 -0.946


Model two:
19
Properties=species:S:1:pos:R:3:nbo_charge:R:1 method="wB97M-V/def2-TZVPD" homo_energy_ev=-14.13 charge=+1 molar_mass_g_mol=93.1 orbital_gap_ev=11.2
C 1.455 1.303 0.887 -0.248
N 1.647 0.018 1.539 -0.872
C 0.624 1.151 -0.378 -0.223
N -0.371 -0.023 -0.171 -0.533
C -1.846 0.276 -0.195 -0.417
H 2.386 1.804 0.628 0.224
H 0.812 1.831 1.593 0.220
H 2.316 -0.621 1.158 0.378
H 1.909 0.059 2.515 0.399
H 0.980 0.968 -1.394 0.228
H -0.046 1.985 -0.586 0.225
H -0.096 -0.694 -0.882 0.446
H -0.100 -0.418 0.739 0.460
H -2.241 -0.097 0.744 0.232
H -2.276 -0.338 -0.980 0.249
H -2.026 1.324 -0.395 0.226
H -1.696 -3.119 -1.914 0.502
H -0.335 -2.971 -1.345 0.479
O -1.098 -2.439 -1.560 -0.973


Stability check: which of them is least stable? model one.


Model one:
19
Properties=species:S:1:pos:R:3:nbo_charge:R:1 method="wB97M-V/def2-TZVPD" homo_energy_ev=-13.47 charge=+1 molar_mass_g_mol=93.1 orbital_gap_ev=10.5
C -0.536 -0.445 1.420 -0.213
C 1.068 -0.467 1.062 -0.437
C 1.423 -1.381 -0.213 -0.240
N 1.301 -0.503 -1.353 -0.888
N -1.268 -0.184 0.136 -0.777
H -0.777 -1.435 1.662 0.217
H -0.719 0.331 2.143 0.231
H 1.792 -0.811 1.814 0.259
H 1.318 0.678 0.904 0.208
H 0.684 -2.308 -0.294 0.193
H 2.424 -1.783 -0.202 0.212
H 1.508 -0.967 -2.256 0.397
H -0.483 -0.437 -0.588 0.475
H 1.793 0.434 -1.242 0.390
H -2.163 -0.714 -0.070 0.445
H -1.371 0.881 -0.023 0.474
H -2.180 3.166 -0.573 0.517
H -0.977 2.775 -1.342 0.508
O -1.601 2.344 -0.629 -0.971


Model two:
19
Properties=species:S:1:pos:R:3:nbo_charge:R:1 method="wB97M-V/def2-TZVPD" homo_energy_ev=-14.01 charge=+1 molar_mass_g_mol=93.1 orbital_gap_ev=11.0
C -0.041 -1.511 -0.169 -0.222
C -0.907 -0.835 0.907 -0.432
C -0.841 0.703 0.880 -0.227
N -1.591 1.216 -0.268 -0.873
N 0.371 -0.516 -1.221 -0.729
H -0.579 -2.294 -0.689 0.226
H 0.851 -1.987 0.238 0.232
H -1.928 -1.158 0.739 0.227
H -0.591 -1.124 1.898 0.242
H -1.187 1.057 1.848 0.214
H 0.197 1.019 0.780 0.178
H -2.591 1.196 -0.108 0.391
H -0.417 0.155 -1.329 0.463
H -1.345 2.171 -0.495 0.385
H 0.607 -0.911 -2.128 0.432
H 1.218 -0.013 -0.912 0.461
H 3.341 1.079 -0.647 0.499
H 2.679 1.158 0.730 0.497
O 2.755 0.593 -0.052 -0.962


Model three:
19
Properties=species:S:1:pos:R:3:nbo_charge:R:1 method="wB97M-V/def2-TZVPD" homo_energy_ev=-13.62 charge=+1 molar_mass_g_mol=93.1 orbital_gap_ev=10.7
C -1.351 -0.116 -0.267 -0.231
C -0.293 -0.105 -1.379 -0.424
C 0.546 -1.368 -1.363 -0.236
N 1.582 -1.331 -0.330 -0.876
N -0.611 -0.202 1.009 -0.747
H -1.969 -0.996 -0.474 0.222
H -2.023 0.736 -0.329 0.234
H -0.853 -0.081 -2.309 0.244
H 0.364 0.740 -1.149 0.213
H -0.016 -2.264 -1.049 0.200
H 0.935 -1.462 -2.383 0.224
H 1.561 -2.053 0.360 0.391
H 0.389 -0.552 0.761 0.462
H 2.482 -0.965 -0.577 0.406
H -1.097 -0.751 1.720 0.431
H -0.452 0.715 1.449 0.469
H 0.398 3.277 1.138 0.503
H -0.116 2.937 2.577 0.498
O 0.042 2.601 1.712 -0.981


Stability check: which of them is least stable? model one.